ORCA calculation (ωB97M-V with the def2-TZVPD basis set) on 10 unconnected molecules or ions with the total composition C26H56FN6O18S2.

XYZ file:
```
109
Properties=species:S:1:pos:R:3:forces:R:3
S 3.7705 -1.7871 3.1289 -0.29 0.20 -1.85
S 1.2566 3.9632 4.1270 -3.03 -0.38 0.62
F 3.6564 -1.8437 -4.5003 -0.52 0.32 -0.83
O 2.1281 4.3859 -2.6346 1.10 0.18 -0.97
O 4.5043 -0.5076 3.2982 -2.25 -3.96 -0.24
O 1.0435 -2.6520 -3.5685 -0.45 -1.02 0.53
O -6.1825 0.7086 -0.2043 -1.01 0.83 0.02
O -0.1693 3.2159 3.6393 1.08 0.45 0.53
O 2.5504 -1.5896 1.9900 1.05 2.43 2.24
O 6.1537 1.6784 -0.1603 -1.75 0.36 -0.01
O 0.4869 -4.2322 -0.7548 -0.92 -0.97 -0.21
O -0.1958 -1.9144 -5.2399 1.95 0.94 0.88
O 1.0502 4.2155 5.5802 1.39 -0.57 -3.95
O 1.5014 5.0647 3.1841 0.27 -2.32 2.10
O 3.2132 -2.6153 4.1959 1.31 1.82 -1.37
O -2.7102 3.5927 -4.2702 0.53 -1.72 0.99
O 1.5597 -0.7294 -4.3941 2.39 1.59 -1.31
O 4.5908 -2.7992 2.0692 0.43 1.74 1.52
O -0.7291 0.9993 -0.1250 0.26 0.37 -0.08
O 2.1599 2.6188 3.8307 -0.35 1.93 1.85
O -4.8656 -1.1581 3.3570 -0.25 -0.73 1.22
N 1.0661 3.4566 -0.9584 -0.20 -0.61 1.84
N -2.9756 -2.0612 2.8268 -0.05 -0.30 0.04
N -3.9644 1.1992 0.0411 -0.35 0.18 0.52
N -2.1626 3.2894 -2.1385 0.66 -0.14 1.89
N 3.9841 1.6956 -0.8271 -2.20 0.76 0.20
N -1.3148 -5.3276 0.1306 0.60 -1.25 0.71
C 3.6613 0.3196 -0.7734 0.38 -1.07 -0.49
C 0.0804 2.1503 2.7104 1.04 0.87 -1.40
C 0.7592 -1.7569 -4.4975 -4.37 -1.85 -1.58
C -2.3205 2.7993 -3.3751 -0.95 1.87 -1.87
C 5.1020 2.2778 -0.4672 3.96 0.27 -0.14
C 1.5260 1.7203 2.9321 0.94 -0.69 -1.21
C -4.0672 -2.0618 3.6272 -1.45 1.51 -1.45
C -4.1386 2.5327 0.6009 0.18 0.09 -0.63
C 1.2078 4.5995 -0.0706 -1.34 0.53 -0.32
C 1.6022 3.3924 -2.1680 -0.52 1.41 -0.51
C -0.4901 -0.3624 -0.1862 -1.08 1.64 -0.18
C 2.1020 -2.1536 -2.8027 0.78 -1.07 0.92
C -4.3509 -3.1302 4.6740 0.14 -0.20 -0.09
C 5.1404 3.7640 -0.6913 -0.56 1.79 0.09
C 1.5331 2.0673 -2.8479 -0.25 -0.48 0.04
C 2.3189 -2.6748 1.1643 1.18 -2.18 1.07
C -2.0758 1.3223 -3.6762 0.64 0.35 0.43
C 3.6634 -3.5677 1.3866 -2.33 -0.47 -1.45
C -0.6954 -4.5913 -0.8060 -0.38 2.12 0.55
C 2.7266 -1.1925 -3.7306 0.55 0.81 1.14
C -1.7001 -3.9965 -1.7799 0.76 -0.30 -1.05
C -2.5154 4.6621 -1.7773 -0.72 -0.19 -0.67
C -1.8823 -2.9419 2.7900 1.53 -0.21 1.05
C -0.5810 -5.8767 1.2671 0.47 -0.03 0.21
C -5.0275 0.3686 -0.2173 1.08 -0.33 0.19
C -4.6772 -1.0890 -0.4165 1.47 0.07 0.21
H 0.4345 -6.1756 1.0074 -0.07 0.16 -0.59
H 2.7522 -3.0040 -2.5976 0.04 0.26 0.43
H -2.9963 0.9166 -0.0133 0.28 -0.46 -0.15
H -4.2262 2.5754 1.6865 -0.64 -0.41 0.07
H -0.7366 -0.7503 -1.1746 0.31 -0.53 -0.73
H -0.9964 -6.7792 1.7155 -0.59 0.24 -0.22
H 1.5262 -3.2902 1.5898 -0.32 0.18 -0.33
H 2.5545 1.9251 -3.2009 -0.20 -0.43 -0.38
H -0.4347 -5.1201 2.0379 -0.25 0.00 0.15
H 1.7638 -1.6204 -1.9142 -0.24 -0.31 0.14
H 5.7951 4.3272 -0.0262 0.30 -0.62 0.09
H 2.0388 -2.3345 0.1674 0.44 -0.14 0.11
H -2.7473 -3.8869 -1.4980 0.24 0.16 0.77
H 4.2143 -0.1496 -1.5871 0.07 -0.53 0.09
H -4.9995 -1.5519 -1.3492 -0.43 0.24 0.20
H -0.6863 1.3783 2.6459 0.05 0.17 0.83
H -3.0251 0.7898 -3.7336 0.02 0.14 -0.24
H 4.0049 -3.9105 0.4099 0.62 0.31 0.20
H -4.6931 -4.0701 4.2409 0.42 -0.08 -0.52
H -3.2392 3.1252 0.4337 0.03 -0.18 -0.42
H 1.6838 0.6647 3.1534 -0.06 0.22 1.01
H 3.9412 -0.1969 0.1448 0.03 0.32 0.16
H -4.9970 -1.6233 0.4782 -0.45 -0.09 -0.17
H -1.7762 -4.6910 -2.6165 0.33 0.18 -0.44
H 0.3735 2.7486 -0.7605 -0.02 -0.67 0.71
H -4.9702 2.9934 0.0676 -0.08 0.22 0.45
H 2.1364 1.8644 2.0407 -0.47 -0.17 -0.53
H -5.2117 -2.8847 5.2960 0.34 0.69 -0.01
H 2.5948 0.1921 -0.9589 0.05 0.07 0.20
H -2.3144 -5.4216 0.0211 0.30 -0.21 0.35
H -1.5030 1.2543 -4.6011 -0.47 0.04 -0.25
H 5.3931 4.0801 -1.7034 0.50 -0.70 -0.23
H 1.2167 1.3107 -2.1299 0.22 -0.16 0.11
H -1.7817 5.3863 -2.1314 -0.23 0.03 -0.36
H 4.1996 4.3093 -0.6162 -0.56 -0.49 0.35
H 2.0051 4.6287 0.6722 0.45 -0.54 -0.43
H -1.9780 -3.7070 3.5605 -0.28 -0.47 -0.49
H 0.5167 -0.6667 0.0997 0.50 -0.24 0.11
H -1.2084 -0.8756 0.4531 -0.13 -0.77 0.66
H -3.5161 4.7900 -2.1901 0.23 0.68 -0.51
H -1.4550 0.8076 -2.9428 -0.13 0.20 0.48
H 3.3834 -4.4524 1.9584 0.05 0.04 0.15
H 1.2310 5.5032 -0.6796 0.21 0.04 0.10
H -3.5897 -1.1578 -0.3888 0.26 -0.22 -0.20
H 3.2367 2.3284 -1.0742 0.05 -0.17 0.26
H -1.7474 2.7294 -1.4077 -0.02 -0.61 -0.09
H -2.6914 4.8876 -0.7256 0.56 -0.87 0.28
H -1.6518 -3.3014 1.7871 -0.27 -0.33 0.10
H 0.7872 1.9787 -3.6378 0.32 0.50 -0.28
H 0.3019 4.6494 0.5335 -0.12 0.03 -0.01
H 3.2545 -0.3856 -3.2224 -0.40 0.20 -0.54
H 0.1678 2.5059 1.6837 -0.94 0.48 0.01
H -3.4740 -3.3440 5.2850 -0.07 0.01 0.09
H -1.2642 -3.0517 -2.1048 -0.32 -0.09 -0.24
H -2.9050 -1.2865 2.1827 -0.48 0.14 0.18
H -0.9994 -2.4083 3.1420 0.46 0.12 -0.20
```
Forces are in eV/Å.

As for the total charge: -1. The calculation puts the frontier orbital gap at 7.2540 eV.

These are the Mulliken partial charges, in e, on atoms 1 to 8: S 1.0841; S 0.9805; F -0.3875; O -0.7333; O -0.5033; O -0.3625; O -0.6966; O -0.4889


ORCA calculation (ωB97M-V with the def2-TZVPD basis set) on ClH2OP in the gas phase.

XYZ file:
```
5
Properties=species:S:1:pos:R:3:forces:R:3
Cl 0.9370 1.6233 -0.7121 -0.74 -1.26 0.54
P -0.1035 -0.0631 -0.0634 -1.29 -1.33 -0.37
O -1.2197 -0.6461 -0.8794 1.56 1.27 0.55
H 0.8105 -1.0091 0.3835 1.12 -0.13 -1.07
H -0.4242 0.0951 1.2714 -0.64 1.44 0.35
```
Forces are in eV/Å.

The calculation puts the frontier orbital gap at 11.1843 eV. The value obtained for the relative energy (zero: lowest compared OMol25 entry of this formula, charge and spin) is 39.8 kJ/mol.

Per-atom Mulliken charges, elementary charge units: Cl -0.1735; P 0.5223; O -0.5311; H 0.0917; H 0.0905